(1)
Below is a structure of composition C30H25AgN4O6, with properties calculated with the ωB97M-V functional and the def2-TZVPD basis.

Values from the calculation:
Total charge ... -2
Energy relative to the best compared isomer or geometry (same formula, charge and spin) ... 0.00 kJ/mol
E_tot ... -53760.0404 eV
Max |F| ... 3.6 eV Å⁻¹

```
66
Properties=species:S:1:pos:R:3:forces:R:3:mulliken_charge:R:1
Ag -9.38223 -13.90761 6.61807 0.44 -0.05 -0.66 0.322
C -6.70599 -15.08596 3.27852 -1.10 -0.36 0.82 -1.372
C -6.03097 -13.75000 3.17753 0.23 -0.40 -0.40 0.933
C -5.55318 -13.35935 1.95217 -0.05 0.83 -1.84 -0.364
C -4.82527 -12.17864 1.74871 -0.69 -0.51 1.22 -0.820
C -4.60971 -11.36584 2.86471 0.37 0.30 -0.88 -0.548
C -5.16627 -11.66732 4.09375 0.61 -0.22 -0.06 1.114
C -4.89047 -10.74724 5.25038 -0.36 0.94 -0.21 -1.366
C -5.85361 -12.91495 4.29165 1.16 0.65 -0.92 -0.150
N -6.32830 -13.30338 5.47924 -0.86 0.08 2.53 -0.354
C -5.54565 -13.37398 6.55712 -1.20 -0.37 -1.10 0.176
O -4.31110 -13.42030 6.56956 0.92 0.15 0.30 -0.785
C -6.25249 -13.49408 7.91252 1.02 -0.43 0.83 0.392
C -5.41746 -13.80492 9.02700 -0.64 0.77 -2.34 -0.763
C -5.88813 -13.69097 10.28038 -2.23 0.29 0.62 -0.453
C -7.25398 -13.40849 10.47000 -0.11 -0.32 -0.86 -0.498
C -8.03325 -13.22391 9.30177 0.75 0.34 2.11 0.530
N -7.53660 -13.23462 8.08032 0.46 0.01 -0.78 -0.207
C -9.47518 -12.90875 9.48333 -1.96 -0.20 0.42 -0.212
O -9.87901 -12.42884 10.58131 0.61 -0.51 -1.16 -0.790
N -10.24567 -13.30251 8.44509 0.26 0.60 1.10 -0.107
C -11.62804 -13.26126 8.66765 0.15 1.47 0.78 0.198
C -12.28619 -11.99942 8.87459 -0.28 -0.99 -0.33 1.091
C -11.52770 -10.70231 8.73677 -0.72 1.08 0.32 -1.681
C -13.62394 -11.99944 9.30900 1.02 0.67 -0.51 -0.447
C -14.23244 -13.17884 9.68855 -1.60 0.24 0.51 -0.675
C -13.58506 -14.35990 9.45537 0.50 -0.68 -0.94 -0.742
C -12.32644 -14.45235 8.85166 -0.77 0.12 0.31 1.058
C -11.76342 -15.80473 8.52309 1.40 -0.24 -0.64 -1.221
H -6.92282 -15.28269 4.35500 0.08 -0.07 -0.86 0.165
H -6.16885 -15.94826 2.84046 0.13 0.59 0.22 0.337
H -7.68472 -15.04957 2.75425 0.35 -0.04 0.33 0.224
H -5.87516 -13.91056 1.04401 0.47 -0.02 0.66 0.267
H -4.52571 -11.87422 0.77373 0.35 0.10 -0.61 0.394
H -3.95170 -10.47649 2.73522 -0.71 -0.48 0.28 0.237
H -4.62671 -9.67027 4.93794 -0.76 -1.50 0.21 0.387
H -4.00166 -11.10470 5.77237 -0.32 -0.15 0.48 0.260
H -5.81589 -10.79227 5.87681 1.00 0.38 0.04 0.264
H -4.41184 -14.00560 8.78645 1.06 -0.19 -0.11 0.526
H -5.25059 -13.77486 11.10936 0.80 -0.37 1.10 0.465
H -7.74047 -13.42297 11.45409 0.26 0.34 -0.59 0.383
H -10.53406 -10.78799 8.33981 0.36 -0.40 -0.29 0.253
H -11.40605 -10.31177 9.75146 0.16 0.00 0.00 0.270
H -12.02132 -9.86119 8.17531 -0.04 -1.03 0.25 0.462
H -14.13714 -11.03940 9.29368 -0.06 -0.12 0.45 0.363
H -15.25575 -13.21439 10.15802 1.09 0.24 -0.66 0.257
H -14.09705 -15.28604 9.60162 -0.37 -0.54 0.41 0.396
H -12.32053 -16.36403 7.75578 -0.11 0.57 -0.14 0.311
H -11.84132 -16.48379 9.37478 0.42 0.16 0.26 0.320
H -10.69385 -15.72961 8.12833 -1.52 -0.28 0.87 0.040
O -9.47715 -16.76274 6.54949 -0.38 -0.30 -0.27 -0.685
C -9.92045 -16.40384 5.45444 1.14 3.26 -0.20 0.843
O -9.85718 -15.20638 4.94178 -0.22 -1.36 0.82 -0.898
C -10.47060 -17.34393 4.49283 -0.69 -3.35 -1.11 0.045
C -10.54448 -18.72654 4.88831 -0.03 0.92 -1.54 -0.326
C -10.78365 -19.77109 3.99101 -0.62 0.67 0.20 -0.620
C -11.09701 -19.34885 2.66143 -0.15 0.39 2.64 0.203
C -11.15694 -18.00786 2.30396 -0.17 -0.48 -0.88 -0.344
C -10.80974 -17.02015 3.17813 0.72 0.64 0.69 -0.392
N -11.66509 -20.28424 1.79336 0.28 -1.96 -2.16 0.930
O -11.76690 -21.47355 2.16829 -0.25 1.71 -0.84 -0.628
O -11.93551 -19.87972 0.64761 -0.24 -1.19 1.16 -0.625
H -10.40326 -18.84510 5.92575 0.43 -0.60 1.01 0.529
H -10.86548 -20.84422 4.33485 0.19 1.52 -0.70 0.327
H -11.48677 -17.73557 1.30415 0.16 -0.23 0.22 0.403
H -10.72825 -16.00399 2.80316 -0.13 -0.06 0.43 0.395
```
Positions in Å, forces in eV/Å.



(2)
Below is the ion C9H20N4O2 with charge +2, with properties calculated with the ωB97M-V functional and the def2-TZVPD basis.

Values from the calculation:
Total charge ... +2
SMILES ... COC(=[NH2+])CC[C@H](NCCO)C([NH3+])=C=N
Energy relative to the best compared isomer or geometry (same formula, charge and spin) ... 117.13 kJ/mol
E_tot ... -19693.5836 eV
Max |F| ... 6.0 eV Å⁻¹

```
35
Properties=species:S:1:pos:R:3:forces:R:3:mulliken_charge:R:1
C 4.76082 -0.42912 0.35868 1.51 0.96 -2.50 -1.044
O 3.35941 -0.26111 0.47667 -0.78 -1.65 -0.18 -0.214
C 2.79298 0.83379 0.12824 0.26 -1.56 1.62 0.404
N 3.54319 1.79492 -0.19977 2.08 1.84 -1.35 -0.304
C 1.34377 0.91276 0.32758 -1.48 2.40 -1.44 -0.664
C 0.54230 0.63664 -1.06132 -0.65 -1.82 1.92 -0.972
C -0.84628 -0.01379 -0.70265 -0.61 -1.72 -1.44 0.566
N -1.71295 0.77783 0.10878 -0.02 -0.17 -0.70 -0.416
C -2.99810 1.31800 -0.40038 -0.79 -0.92 1.60 -0.502
C -4.20392 0.62719 0.35121 5.24 -0.81 2.78 -0.768
O -4.19652 -0.74194 -0.02961 -3.03 -1.06 -0.44 -0.648
C -0.70617 -1.45184 0.02171 -1.31 2.56 0.27 -0.515
N -1.94478 -1.81293 0.79833 3.01 -1.97 1.72 0.011
C 0.44968 -2.03148 0.10480 -0.94 -0.95 -0.43 0.191
N 1.50925 -2.57599 -0.03271 0.97 -1.67 0.61 -0.421
H 5.19171 -0.13956 -0.69373 -1.13 -0.46 1.55 0.401
H 5.01487 -1.46305 0.44959 -0.15 -0.50 0.56 0.232
H 5.24188 0.22707 1.05893 0.40 -0.07 0.71 0.508
H 4.59671 1.62939 -0.32264 -2.27 1.00 0.07 0.314
H 3.02321 2.62789 -0.42670 0.91 0.68 -0.29 0.247
H 1.06952 2.01203 0.66018 0.59 -2.25 -0.36 0.486
H 1.09302 0.18844 1.08427 -0.22 -0.06 0.27 0.528
H 0.34196 1.61412 -1.56216 0.55 -1.20 -0.22 0.422
H 0.98822 -0.26756 -1.58992 0.20 1.96 -0.08 0.425
H -1.34070 -0.27865 -1.68264 0.39 0.60 0.79 0.335
H -1.13213 1.50720 0.46004 -0.23 0.68 0.60 0.191
H -2.87596 2.37777 -0.20928 -0.98 0.24 -0.17 0.358
H -3.30823 1.10625 -1.42178 1.06 0.13 -0.50 0.317
H -4.05207 0.59195 1.48707 -0.30 0.81 -1.43 0.271
H -5.04266 1.07604 0.08581 -3.96 2.03 -1.02 0.585
H -5.17731 -1.05750 0.06062 2.77 0.48 -0.32 0.351
H -2.33338 -2.65069 0.37155 0.08 -0.51 0.20 0.483
H -1.76606 -2.03045 1.87463 -0.74 0.93 -2.76 0.426
H -2.67232 -1.14694 0.57120 -0.88 0.99 0.57 0.086
H 1.44704 -3.50670 -0.50462 0.44 1.06 -0.21 0.331
```
Positions in Å, forces in eV/Å.



(3)
Below is the molecule C5H8BrN3O2, with properties calculated with the ωB97M-V functional and the def2-TZVPD basis.

Values from the calculation:
Total charge ... 0
SMILES ... COC1=C(Br)N(OC)N=NC1
Energy relative to the best compared isomer or geometry (same formula, charge and spin) ... 0.00 kJ/mol
E_tot ... -83916.3018 eV
Max |F| ... 3.2 eV Å⁻¹

```
19
Properties=species:S:1:pos:R:3:forces:R:3:mulliken_charge:R:1
C 0.67441 -2.78123 -0.43595 0.78 -1.57 1.13 -0.777
O 1.04474 -1.60233 0.21172 0.55 1.37 1.37 -0.352
C 0.31513 -0.46681 0.52842 0.68 -2.51 0.01 0.708
C -0.98916 -0.17412 0.35652 1.24 -0.28 -0.04 -0.261
Br -2.49301 -1.24394 0.00320 0.49 -0.30 -0.25 -0.084
N -1.21114 1.19653 0.40365 -2.67 -1.66 0.52 0.733
O -2.54552 1.54982 0.34105 -0.50 1.00 1.30 -0.409
C -2.94558 2.23498 -0.86890 2.08 1.38 1.30 -0.522
N -0.29810 2.07616 0.29151 1.11 1.90 0.05 -0.148
N 0.88890 1.80338 0.57912 0.56 1.86 -1.40 -0.704
C 1.23457 0.54987 1.15498 -0.39 -0.53 0.70 -0.329
H 1.61721 -3.25703 -0.83652 -0.86 0.67 0.53 0.209
H 0.07500 -2.52925 -1.25768 -1.31 -0.17 -1.15 0.412
H 0.23066 -3.53015 0.30156 0.15 1.01 -1.12 0.260
H -3.72886 3.00414 -0.65393 0.50 -1.09 0.03 0.232
H -3.21041 1.44073 -1.51287 -0.49 -0.26 -1.39 0.233
H -1.99914 2.78620 -1.08561 -1.03 -0.23 -0.94 0.307
H 1.13281 0.75210 2.26856 0.03 -0.98 -0.86 0.210
H 2.29213 0.27038 0.92496 -0.91 0.40 0.20 0.283
```
Positions in Å, forces in eV/Å.



(4)
Below is a structure of composition C26H23Br2N3O2PtS2, with properties calculated with the ωB97M-V functional and the def2-TZVPD basis.

Values from the calculation:
Total charge ... +2
2S+1 ... 3
Energy relative to the best compared isomer or geometry (same formula, charge and spin) ... 5.57 kJ/mol
E_tot ... -200889.6254 eV
Max |F| ... 0.3 eV Å⁻¹

```
59
Properties=species:S:1:pos:R:3:forces:R:3:mulliken_charge:R:1
Pt 0.32926 -0.12832 0.11358 -0.06 -0.26 0.02 0.649
S -4.30385 -0.97950 3.73326 0.03 -0.10 -0.07 -0.126
C -5.36124 -1.49241 4.96875 0.02 0.08 0.06 -0.376
C -4.69674 -2.12188 5.97505 -0.07 -0.05 0.00 -0.621
C -3.30698 -2.21561 5.72823 0.06 -0.04 -0.05 -0.520
C -2.93112 -1.65572 4.53657 -0.11 0.08 0.08 0.407
C -1.58951 -1.58219 3.96385 0.11 0.01 0.02 0.715
C -1.39166 -1.02193 2.68531 0.01 -0.04 -0.02 -0.456
N -0.20355 -0.93242 2.12108 -0.09 0.11 -0.08 -0.579
C 0.89050 -1.37597 2.77647 -0.04 -0.02 0.07 -0.071
C 0.80017 -1.94995 4.04721 0.02 0.02 -0.08 0.971
C 2.00439 -2.40563 4.68531 0.05 -0.01 0.01 -1.011
C 3.20258 -2.28316 4.07714 -0.01 -0.03 0.07 -1.058
C 3.31722 -1.69106 2.77298 -0.01 0.04 -0.04 0.900
C 4.53799 -1.53325 2.10556 -0.01 0.03 -0.03 -0.526
C 4.58560 -0.95225 0.85018 -0.06 -0.03 0.06 0.718
C 3.36298 -0.52828 0.29793 0.01 0.02 -0.04 -0.154
N 2.20055 -0.66020 0.91371 -0.03 0.04 -0.03 -0.347
C 2.15816 -1.23781 2.13779 0.09 -0.03 0.04 -0.197
C 5.83087 -0.77217 0.11145 0.10 0.00 -0.11 0.402
C 7.06468 -1.28842 0.40868 -0.08 0.00 0.05 -0.450
C 8.06219 -0.90908 -0.51830 0.08 0.03 -0.02 -0.609
C 7.57701 -0.10963 -1.50712 -0.02 -0.04 -0.02 -0.381
S 5.90648 0.17542 -1.33065 -0.02 0.04 0.08 -0.156
C -0.46924 -2.04586 4.63024 -0.07 0.02 0.00 -0.579
H -6.41720 -1.28771 4.89801 0.01 0.02 0.01 0.447
H -5.18173 -2.51143 6.85718 0.00 0.00 0.00 0.418
H -2.62213 -2.69495 6.41279 0.00 0.00 -0.01 0.370
H -2.21724 -0.63200 2.10544 0.00 0.01 0.00 0.368
H 1.93065 -2.85092 5.66888 0.00 0.00 0.00 0.467
H 4.10420 -2.62979 4.56504 0.00 0.00 0.00 0.459
H 5.44704 -1.86542 2.58987 0.00 0.00 0.00 0.433
H 3.33571 -0.06497 -0.67859 0.00 -0.01 0.00 0.128
H 7.26277 -1.92857 1.25636 0.00 0.00 0.00 0.347
H 9.09537 -1.21485 -0.45399 0.00 0.00 0.00 0.399
H 8.11209 0.32530 -2.33566 0.00 -0.01 0.00 0.453
H -0.55947 -2.48311 5.61617 0.00 0.00 0.00 0.447
Br 1.64101 1.73630 -2.06754 -0.11 0.09 0.07 -0.053
C 1.12276 3.12081 -0.84151 0.00 -0.06 0.05 -0.502
Br 0.21512 2.41693 0.74866 0.11 0.16 -0.04 -0.050
H 0.41733 3.77876 -1.33102 0.01 0.01 0.00 0.396
H 2.00578 3.63731 -0.48912 0.01 0.00 -0.01 0.409
O -1.34410 0.11448 -1.11529 0.16 -0.16 -0.10 -0.562
C -2.54079 0.28524 -0.72716 -0.12 0.15 0.18 0.797
O -2.94882 0.44521 0.42285 0.05 -0.04 -0.04 -0.766
C -3.57233 0.28666 -1.86563 0.04 -0.03 -0.03 -0.154
N -4.90277 0.58219 -1.21374 -0.06 0.03 -0.03 -0.049
C -5.83751 -0.56896 -1.49493 0.00 -0.03 -0.01 -0.642
C -4.88245 -1.73058 -1.70482 0.01 0.01 0.01 -0.497
C -3.75285 -1.09281 -2.51473 0.00 0.00 -0.01 -0.812
H -3.32843 1.06717 -2.58242 0.02 0.01 0.01 0.398
H -5.29458 1.47713 -1.49756 0.00 -0.01 -0.02 0.369
H -4.65840 0.63840 -0.20520 0.01 0.00 0.02 0.306
H -6.38541 -0.33173 -2.40508 -0.01 0.00 0.01 0.349
H -6.53513 -0.67534 -0.66893 0.01 0.00 0.01 0.375
H -5.36222 -2.55836 -2.22095 0.00 0.01 -0.01 0.418
H -4.51672 -2.09749 -0.74356 0.00 0.00 0.00 0.236
H -4.04736 -0.97642 -3.55763 -0.01 0.00 0.00 0.373
H -2.82468 -1.65827 -2.49076 0.00 0.01 0.00 0.381
```
Positions in Å, forces in eV/Å.



Question: What is the formula in the fourth record?
Answer: C26H23Br2N3O2PtS2



Question: What is the formula in the second record?
Answer: C9H20N4O2



Question: The highest E_tot belongs to which entry?
Answer: C9H20N4O2



Question: The lowest max |F| belongs to which entry?
Answer: C26H23Br2N3O2PtS2